{
  "formula": "C3H4Si",
  "method": "wB97M-V/def2-TZVPD",
  "homo_ev": -8.79,
  "total_charge": 0,
  "e_tot_ha": -406.043282,
  "gap_ev": 8.3868,
  "de_lowest_kcal_mol": 17.8,
  "species": ["C", "H", "H", "H", "C", "H", "Si", "C"],
  "xyz": [[0.45846, 0.75075, 0.18412], [-1.19591, -0.08328, -1.57291], [-1.48822, 0.19137, 0.00377], [0.21018, 1.44561, 0.89527], [-0.65872, -0.04149, -0.59644], [0.06896, -1.37402, 0.96105], [2.19164, -0.07780, -0.05540], [0.41361, -0.81114, 0.18053]],
  "atomic_forces_ev_per_a": [[1.61, -2.22, -3.84], [2.23, 0.02, -0.24], [-1.46, -0.39, 1.30], [-0.80, 1.38, 1.79], [1.24, 0.90, 1.43], [-0.59, -1.55, 2.02], [-2.81, 0.11, -0.07], [0.59, 1.74, -2.39]]
}

{
  "formula": "C3H55O25Y",
  "method": "wB97M-V/def2-TZVPD",
  "homo_ev": -13.88,
  "total_charge": 2,
  "e_tot_ha": -2066.405376,
  "gap_ev": 8.7344,
  "species": ["H", "O", "O", "O", "H", "H", "O", "H", "O", "H", "H", "H", "C", "H", "C", "H", "H", "H", "H", "H", "H", "H", "H", "O", "H", "Y", "H", "H", "H", "O", "H", "H", "O", "O", "H", "H", "O", "H", "H", "H", "H", "O", "H", "O", "H", "C", "H", "H", "H", "O", "H", "H", "O", "O", "O", "O", "H", "H", "H", "H", "H", "H", "H", "H", "O", "O", "O", "H", "O", "H", "H", "H", "H", "O", "O", "H", "H", "O", "H", "O", "H", "H", "H", "H"],
  "xyz": [[-2.36433, -2.50034, -0.60493], [-2.60456, -0.20377, 3.99577], [-2.97745, 2.56359, -1.09029], [1.43899, 0.67920, 4.70297], [-3.13294, -3.36915, 3.16476], [-0.74673, 0.84711, -3.70892], [-0.21085, -2.29823, 1.31312], [-0.13544, -4.08863, -2.02705], [0.56615, -4.52547, -1.54418], [-4.13151, 0.64703, -2.46577], [-2.44819, -0.82923, -3.17235], [-2.84055, 1.63362, -1.27096], [-2.66514, -0.84955, -2.10436], [0.51574, 0.44870, 3.43875], [-2.61241, -2.31786, -1.65052], [2.24024, 1.19115, 4.59286], [1.19800, -2.54813, -3.94889], [1.05878, -1.78845, -1.70028], [5.85823, 0.16341, 0.80818], [-0.42124, 4.93198, 1.07516], [-2.97509, 2.07565, 3.32287], [4.94434, -1.65973, -1.26700], [1.82598, 3.85622, -2.28627], [-2.39704, -0.25730, 1.38239], [-4.28937, -0.07212, -0.85467], [-0.18823, -0.04881, 0.40448], [0.75220, -5.31474, -2.05279], [-0.48413, 2.98440, 0.82034], [-3.40207, -0.22017, 4.52486], [1.32494, -1.58088, -0.80457], [1.50985, 0.90007, -1.93939], [-1.76101, 2.26536, 0.44031], [-1.04425, 3.85871, -2.69450], [1.66819, 3.84454, -1.34224], [1.70226, -4.17528, -0.08393], [-3.22993, -0.55090, 1.01318], [-1.59795, -0.11397, -1.46719], [1.77716, 0.77966, -3.74966], [2.81400, 0.71503, 1.27041], [-1.73158, -2.84300, -2.01993], [-0.18338, 0.42636, -5.04962], [4.13504, -1.14986, -1.30311], [2.53260, -4.99267, 0.88267], [2.69412, 2.76063, 1.17490], [3.25082, 0.92087, -4.06633], [-4.03953, -0.27739, -1.89560], [-2.55367, -0.21695, 2.32583], [2.28618, -0.53118, 1.94884], [1.18288, 4.65141, -1.17003], [0.07128, 0.79343, -4.20308], [-0.87247, -2.87066, 1.70146], [2.18713, -2.71555, 3.49746], [-3.12163, 2.67316, 2.58957], [2.31820, -2.22110, 2.68841], [0.23023, 4.49284, 1.62195], [2.00636, -4.19530, 0.82346], [4.75289, 0.17197, -0.22626], [2.54277, 2.77736, 0.22988], [-3.89318, 2.32240, 2.14470], [-3.82466, 2.76326, -1.48853], [-1.77811, -3.07352, 3.77217], [0.62052, -2.73925, 1.48794], [0.66219, 5.20250, 2.09736], [1.89911, 3.13745, 1.55198], [1.22489, 1.20204, -1.07692], [-0.83376, 2.11517, 0.62434], [2.64792, 0.65126, -3.37347], [2.26937, -1.43615, -0.86229], [0.74377, -2.03392, -3.28143], [-3.46921, -2.88161, -2.01954], [0.91683, 1.18215, 5.32797], [-4.70474, -0.95160, -2.43508], [-0.97633, 0.41960, 3.18422], [-0.13117, 0.38111, 2.73649], [2.08992, 0.08942, 1.24701], [-0.07376, -1.76527, -3.70059], [3.87095, -1.18363, -2.22254], [-2.19634, -3.37986, 2.96751], [-1.95576, -0.66749, 4.52517], [5.37717, 0.74474, 0.21922], [-0.83696, 4.54818, -2.06370], [2.54477, -2.88394, 2.03608], [-1.74563, 3.35668, -2.27945], [1.32909, 2.15301, -1.10910]],
  "atomic_forces_ev_per_a": [[-0.98, 0.54, 0.53], [-0.02, 0.12, 0.34], [-0.03, 0.56, 0.30], [0.03, -0.20, 0.25], [-0.34, -0.19, -0.09], [-0.25, 0.18, 0.66], [-0.30, 0.56, -0.30], [-0.13, 0.28, -0.05], [0.22, -0.13, 0.11], [-0.02, 0.24, 0.12], [-0.21, -0.09, -0.41], [0.57, -0.91, -0.22], [2.13, -0.35, 1.53], [1.30, 0.15, 0.66], [0.65, -0.42, -0.45], [0.46, 0.13, -0.10], [0.32, -0.22, -0.12], [-0.36, -0.32, -0.86], [0.26, -0.01, 0.22], [-0.33, 0.41, -0.01], [0.07, -0.04, 0.27], [0.32, -0.26, 0.09], [0.07, -0.01, -0.47], [0.04, 0.06, -0.75], [-0.24, -0.36, 0.00], [0.41, -0.80, -1.79], [0.05, -0.36, -0.10], [0.56, 0.11, 0.46], [-0.48, 0.12, 0.21], [-0.58, 0.31, 1.09], [0.41, -0.35, -0.21], [-0.81, 0.12, -0.15], [0.56, 0.17, -0.48], [0.22, -0.02, 0.20], [-0.54, 0.19, -0.73], [-0.05, -0.16, -0.56], [-0.40, -0.05, 0.63], [-0.85, -0.12, -0.59], [0.21, 1.01, -0.36], [0.16, 0.24, -0.86], [0.04, 0.07, -0.42], [-0.40, -0.33, 0.10], [0.13, -0.29, 0.18], [0.35, -0.30, 0.47], [0.33, 0.18, -0.05], [0.06, 0.30, -1.07], [-0.10, -0.15, 0.67], [0.07, -0.84, 0.52], [0.02, 0.18, 0.18], [0.02, -0.14, -0.21], [-0.81, -0.12, 0.24], [0.06, 0.02, 0.35], [0.20, 0.13, -0.16], [-0.07, 0.54, 0.45], [-0.03, -0.25, -0.25], [0.41, 0.07, 0.64], [-0.23, -0.13, -0.41], [0.23, 0.32, -0.28], [-0.33, 0.05, -0.16], [-0.39, 0.24, 0.02], [0.17, -0.13, 0.28], [0.66, -0.17, -0.14], [0.24, 0.22, 0.26], [-0.25, 0.21, 0.04], [-0.51, -0.62, 0.53], [0.04, 0.09, -0.15], [0.67, -0.24, 0.33], [0.74, 0.27, 0.34], [-0.18, -0.29, -0.38], [-0.09, -0.10, 0.39], [-0.09, 0.20, 0.42], [-0.53, -0.03, 0.61], [-0.18, 0.36, -0.06], [-1.34, -0.33, -0.92], [-0.41, -0.42, 0.06], [-0.29, 0.38, 0.03], [-0.12, 0.39, -0.53], [0.18, 0.13, -0.14], [0.26, -0.28, 0.25], [0.03, 0.42, 0.39], [-0.16, 0.18, -0.01], [0.23, -0.55, -0.68], [-0.39, -0.27, 0.38], [-0.35, 0.87, -0.09]]
}

{
  "formula": "C3H5B",
  "method": "wB97M-V/def2-TZVPD",
  "homo_ev": -7.96,
  "total_charge": 0,
  "e_tot_ha": -141.929802,
  "gap_ev": 8.0665,
  "de_lowest_kcal_mol": 88.4,
  "species": ["C", "H", "H", "C", "C", "H", "B", "H", "H"],
  "xyz": [[0.03720, -0.52544, -0.03834], [2.07702, 0.17518, 0.25254], [1.28855, 0.59885, -1.21193], [-1.24735, 0.24368, -0.13690], [1.15362, 0.35958, -0.16744], [-0.03048, -0.97825, 1.53422], [-0.11958, 1.17958, 0.32294], [-1.55601, 0.58775, -1.22471], [-1.98563, -0.15323, 0.54263]],
  "atomic_forces_ev_per_a": [[-1.44, -1.52, 4.49], [1.57, -0.31, 1.28], [0.21, 0.59, -0.47], [-0.38, 0.04, -1.86], [-0.94, 0.81, -1.24], [0.37, 1.11, -3.93], [0.91, -0.18, -0.01], [0.21, -0.81, 2.24], [-0.50, 0.28, -0.50]]
}

{
  "formula": "C3H5BF2NReS2SbSe4",
  "method": "wB97M-V/def2-TZVPD",
  "homo_ev": -18.90,
  "total_charge": 3,
  "e_tot_ha": -11116.277333,
  "gap_ev": 6.3537,
  "de_lowest_kcal_mol": 0.0,
  "species": ["Sb", "S", "Se", "F", "C", "H", "H", "N", "B", "C", "H", "Re", "S", "Se", "H", "Se", "C", "F", "Se", "H"],
  "xyz": [[-4.56695, 4.03166, 2.08626], [2.44371, -0.89916, -1.28418], [-0.85151, 2.34168, 0.15032], [1.44096, 3.16622, 2.50190], [1.93456, -1.69155, -2.86231], [2.81031, -2.16013, -3.30488], [-0.52919, -2.71807, -0.80638], [0.28837, -2.26753, -1.20293], [1.09294, 1.95657, 2.80362], [0.85071, -2.71340, -2.50200], [0.05934, -2.74795, -3.24727], [-0.37567, 0.78851, 1.59151], [0.73565, -1.16090, 1.21149], [-1.74747, 0.89358, 3.29856], [1.25470, -3.71689, -2.36234], [-3.36996, 5.60403, 3.16084], [1.04401, -1.45433, -0.52873], [1.59844, 1.26062, 3.78096], [-5.68914, 2.38858, 1.03420], [1.57618, -0.90153, -3.51863]],
  "atomic_forces_ev_per_a": [[-0.19, 0.23, 0.09], [0.05, 0.05, -0.04], [0.11, -0.11, -0.18], [-0.08, 0.04, 0.04], [-0.02, -0.01, -0.01], [0.00, 0.01, 0.00], [0.01, -0.01, 0.03], [0.02, -0.04, -0.08], [0.17, -0.05, 0.01], [0.01, 0.02, 0.01], [0.01, 0.00, -0.01], [-0.16, -0.01, 0.27], [-0.24, -0.13, -0.13], [0.31, -0.13, -0.19], [0.00, 0.00, 0.02], [0.11, 0.21, 0.12], [0.06, 0.11, 0.26], [0.01, 0.02, -0.06], [-0.19, -0.20, -0.14], [0.00, 0.00, 0.00]]
}